Formula: C10H12DyI2InO5S
Source: the Open Molecules 2025 dataset
Level of theory: wB97M-V/def2-TZVPD

Element x y z (Å)
1 I -2.10745 0.06991 -3.52697
2 I -1.63846 -0.64884 -6.16971
3 Dy -0.10814 -0.91501 -1.41621
4 In -1.19178 0.82368 1.91113
5 S 0.02903 1.52859 -0.19478
6 C 0.05311 -1.28917 2.59897
7 C -3.21125 -0.45170 1.46876
8 C 1.79355 1.99059 0.32135
9 C 2.57855 2.09382 -0.98171
10 C 2.38387 0.95401 1.27084
11 C 1.69903 3.35697 0.99231
12 C 0.02664 -3.32560 -2.06260
13 C 1.35102 -2.32468 0.01885
14 O -4.20290 -0.37311 2.16759
15 O 0.21267 -2.35180 2.99306
16 O 0.14780 -4.44868 -2.29841
17 O 1.97082 -3.04145 0.68560
18 H 3.59398 2.45140 -0.76220
19 H 2.09874 2.80831 -1.66244
20 H 2.66558 1.13027 -1.50258
21 H 3.45406 1.19687 1.40424
22 H 2.31212 -0.07185 0.88359
23 H 1.90815 0.99485 2.25820
24 H 2.71195 3.69256 1.26166
25 H 1.09526 3.32607 1.90872
26 H 1.26106 4.09297 0.30573
27 C -3.88105 -2.06003 -0.38562
28 C -2.90673 -1.23314 0.33350
29 O -1.66423 -1.16129 -0.09544
30 H -4.41979 -1.45203 -1.13000
31 H -4.62133 -2.47240 0.31743
32 H -3.39390 -2.89011 -0.91288

* net charge: +4
* energy relative to the best compared isomer or geometry (same formula, charge and spin): 335.8 kJ/mol
* spin multiplicity: 6
* HOMO energy (spin up / spin down): -21.0 / -21.0 eV
* frontier orbital gap (spin up / spin down): 3.93 / 3.06 eV